{
  "formula": "C9H9BO3S2",
  "method": "ωB97M-V/def2-TZVPD",
  "e_homo_ev": [-6.6006, -6.6051],
  "spin_multiplicity": 1,
  "de_lowest_kcal_mol": 53.19,
  "homo_lumo_gap_ev": [4.39, 4.40],
  "charge": 0,
  "e_lumo_ev": [-2.2, -2.2],
  "species": ["S", "S", "O", "O", "O", "C", "C", "C", "C", "C", "C", "C", "C", "C", "B", "H", "H", "H", "H", "H", "H", "H", "H", "H"],
  "coordinates": [[-0.868, 0.685, 0.423], [3.139, -0.867, -0.451], [-4.349, -0.348, 1.657], [-4.697, 0.249, -1.836], [-3.225, 1.550, 0.449], [-4.358, -0.388, -0.922], [1.717, 0.090, -0.064], [3.388, 1.536, 0.611], [0.404, -0.370, -0.102], [-1.475, -1.720, -0.282], [-0.046, -1.662, -0.455], [-2.037, -0.589, 0.304], [2.070, 1.326, 0.414], [4.248, 0.474, 0.211], [-3.491, 0.112, 0.587], [-4.565, -1.437, -0.968], [3.601, 2.586, 0.727], [4.732, -0.194, 0.981], [0.680, -2.337, -0.870], [5.102, 0.719, -0.465], [-3.828, 1.947, 1.051], [-2.054, -2.606, -0.260], [1.339, 2.110, 0.564], [-4.420, 0.140, 2.455]],
  "mulliken_charge": [-0.15, -0.14, -0.69, -0.46, -0.65, -0.16, 0.69, -0.49, 0.51, -0.80, -0.73, 0.41, -0.52, -0.40, 0.63, 0.34, 0.34, 0.28, 0.37, 0.35, 0.22, 0.42, 0.36, 0.25]
}


{
  "formula": "CH5N3",
  "method": "ωB97M-V/def2-TZVPD",
  "e_homo_ev": -7.5740,
  "spin_multiplicity": 1,
  "de_lowest_kcal_mol": 53.81,
  "homo_lumo_gap_ev": 8.80,
  "charge": 0,
  "e_lumo_ev": 1.2,
  "smiles": "N/C=N/N",
  "species": ["N", "N", "N", "C", "H", "H", "H", "H", "H"],
  "coordinates": [[1.380, 0.939, 0.332], [-1.295, -1.219, -0.351], [-0.190, -0.782, 0.301], [0.140, 0.431, -0.004], [-1.300, -2.230, -0.451], [-0.592, 1.189, -0.300], [1.380, 1.853, 0.761], [-1.492, -0.457, -1.101], [1.969, 0.275, 0.812]],
  "mulliken_charge": [-0.43, -0.40, -0.34, -0.11, 0.24, 0.30, 0.23, 0.26, 0.24]
}


{
  "formula": "C24H25N7O3Se2Ti",
  "method": "ωB97M-V/def2-TZVPD",
  "e_homo_ev": [-8.0864, -8.2980],
  "spin_multiplicity": 3,
  "de_lowest_kcal_mol": 20.62,
  "homo_lumo_gap_ev": [7.08, 7.01],
  "charge": 0,
  "e_lumo_ev": [-1.0, -1.3],
  "species": ["Se", "Se", "Ti", "O", "O", "O", "N", "N", "N", "N", "N", "N", "N", "C", "C", "C", "C", "C", "C", "C", "C", "C", "C", "C", "C", "C", "C", "C", "C", "C", "C", "C", "C", "C", "C", "C", "C", "H", "H", "H", "H", "H", "H", "H", "H", "H", "H", "H", "H", "H", "H", "H", "H", "H", "H", "H", "H", "H", "H", "H", "H", "H"],
  "coordinates": [[2.759, 0.303, 2.335], [-0.340, 2.710, 3.250], [-0.476, -0.758, 0.298], [-1.107, -1.888, -1.125], [-0.486, -0.850, 3.199], [-2.691, -3.243, -1.970], [-1.120, 1.088, -0.235], [1.324, -0.318, -0.687], [-3.826, 1.291, -3.864], [-2.578, 2.098, -1.888], [-2.658, -1.055, 0.767], [-0.253, -0.362, 2.159], [0.608, -2.461, 0.829], [-3.410, -0.336, 1.602], [1.709, 0.804, -1.547], [2.157, 1.065, -5.297], [0.160, -0.198, -4.882], [2.523, 2.201, 2.716], [-4.624, -1.726, -0.411], [2.366, 1.174, -3.930], [-3.258, -1.732, -0.221], [1.049, 0.380, -5.776], [-5.399, -0.954, 0.439], [-3.222, 1.633, -2.941], [2.093, -1.374, -0.696], [1.526, 2.605, 3.789], [2.777, -0.367, 4.154], [1.473, 0.606, -3.027], [-4.783, -0.251, 1.463], [1.789, -2.487, 0.112], [0.553, -3.602, 1.524], [-2.320, -2.398, -1.203], [-0.167, 4.292, 2.139], [0.369, -0.086, -3.514], [-1.829, 1.526, -1.077], [1.689, -4.384, 1.281], [2.476, -3.673, 0.379], [-5.351, 0.367, 2.143], [3.414, 0.247, 4.788], [3.187, -1.374, 4.101], [1.784, 3.605, 4.141], [-6.470, -0.887, 0.296], [3.431, -3.962, -0.032], [-1.172, 4.569, 1.829], [0.883, 0.293, -6.842], [1.140, 1.670, -1.208], [3.233, 1.711, -3.560], [-2.885, 0.191, 2.389], [-0.705, -0.738, -5.245], [2.861, 1.514, -5.987], [2.767, 1.025, -1.384], [0.273, 5.107, 2.709], [0.425, 4.078, 1.252], [-5.038, -2.300, -1.229], [1.556, 1.943, 4.653], [-0.324, -0.557, -2.831], [2.994, -1.394, -1.307], [1.766, -0.420, 4.552], [1.899, -5.349, 1.714], [2.259, 2.634, 1.751], [3.509, 2.575, 2.992], [-0.284, -3.822, 2.171]],
  "mulliken_spin": [0.04, 0.01, 0.64, 0.00, 0.64, 0.00, 0.00, -0.02, 0.00, 0.00, 0.00, 0.66, -0.03, -0.01, 0.01, 0.00, 0.00, 0.00, 0.00, 0.00, 0.01, 0.00, 0.00, 0.00, 0.03, 0.00, 0.00, 0.00, 0.00, 0.00, 0.01, 0.00, 0.00, 0.00, 0.00, 0.00, 0.02, 0.00, 0.00, 0.00, 0.00, 0.00, 0.00, 0.00, 0.00, 0.00, 0.00, 0.00, 0.00, 0.00, 0.00, 0.00, 0.00, 0.00, 0.00, 0.00, 0.00, 0.00, 0.00, 0.00, 0.00, 0.00]
}


{
  "formula": "CH5N3OS",
  "method": "ωB97M-V/def2-TZVPD",
  "e_homo_ev": -9.2772,
  "spin_multiplicity": 1,
  "de_lowest_kcal_mol": 34.17,
  "homo_lumo_gap_ev": 9.78,
  "charge": 0,
  "e_lumo_ev": 0.5,
  "smiles": "[H]/N=C(/NO)NS",
  "species": ["S", "O", "N", "N", "N", "C", "H", "H", "H", "H", "H"],
  "coordinates": [[2.098, -0.331, -0.092], [-2.259, -1.009, 0.172], [-0.239, 1.760, 0.141], [0.419, -0.518, -0.038], [-1.779, 0.163, -0.418], [-0.447, 0.503, -0.034], [2.299, -0.120, 1.225], [0.734, 1.925, 0.451], [-0.032, -1.428, -0.045], [-2.386, 0.985, -0.242], [-2.227, -0.848, 1.116]],
  "mulliken_charge": [-0.16, -0.43, -0.70, -0.28, -0.24, 0.52, 0.14, 0.22, 0.30, 0.31, 0.33]
}


{
  "formula": "C18H34FNOPS3SiTl",
  "method": "ωB97M-V/def2-TZVPD",
  "e_homo_ev": -12.1822,
  "spin_multiplicity": 1,
  "de_lowest_kcal_mol": 15.06,
  "homo_lumo_gap_ev": 2.59,
  "charge": 2,
  "e_lumo_ev": -9.6,
  "species": ["Tl", "S", "S", "S", "P", "Si", "F", "O", "N", "C", "C", "C", "C", "C", "C", "C", "C", "C", "C", "C", "C", "C", "C", "C", "C", "C", "C", "H", "H", "H", "H", "H", "H", "H", "H", "H", "H", "H", "H", "H", "H", "H", "H", "H", "H", "H", "H", "H", "H", "H", "H", "H", "H", "H", "H", "H", "H", "H", "H", "H", "H"],
  "coordinates": [[-0.914, 0.620, -0.085], [1.337, 2.849, -1.473], [-0.725, 3.038, -3.763], [0.154, 0.153, -3.280], [0.420, -2.928, -1.144], [-1.929, -1.290, 3.157], [0.590, 2.216, 1.889], [0.398, -1.528, -0.583], [-0.940, 0.136, 2.796], [-1.057, -3.286, -2.128], [-0.322, 0.904, 3.634], [0.975, 2.697, 5.399], [-3.319, -0.970, 4.388], [0.477, 2.032, 3.176], [1.091, 4.492, -2.250], [1.090, 2.905, 4.021], [-0.145, 0.649, -5.016], [-0.358, 0.727, 5.073], [0.267, 1.591, 5.913], [0.420, 4.453, -3.632], [2.329, 1.976, -2.737], [1.906, 0.522, -2.965], [-0.090, 2.164, -5.241], [-0.680, -2.597, 3.737], [0.507, -4.183, 0.157], [1.842, -3.226, -2.221], [-2.616, -1.831, 1.492], [-0.898, -0.124, 5.465], [-0.377, -2.433, 4.772], [-1.800, -2.002, 0.787], [2.484, 0.107, -3.792], [-0.152, 5.362, -3.806], [-1.145, 0.266, -5.217], [-1.233, -2.445, -2.797], [-3.301, -1.091, 1.072], [2.107, -0.057, -2.062], [-0.415, -4.163, 0.738], [0.472, 5.020, -1.525], [0.565, 0.127, -5.656], [-4.016, -0.234, 3.984], [-1.129, -3.586, 3.655], [-2.967, -0.598, 5.350], [0.641, -5.174, -0.274], [2.761, -2.955, -1.701], [2.061, 4.985, -2.304], [2.304, 2.558, -3.654], [1.745, -2.636, -3.132], [1.346, -3.956, 0.815], [1.878, -4.283, -2.486], [-1.917, -3.399, -1.467], [1.653, 3.738, 3.622], [-0.935, -4.196, -2.713], [1.155, 4.357, -4.428], [1.438, 3.398, 6.082], [3.356, 1.960, -2.371], [-3.871, -1.893, 4.561], [0.214, 1.433, 6.982], [0.209, -2.556, 3.107], [-0.704, 2.453, -6.092], [0.933, 2.492, -5.417], [-3.173, -2.763, 1.589]],
  "mulliken_charge": [0.88, -0.04, -0.01, -0.15, 1.06, 0.01, 0.01, -0.59, 0.06, -1.10, 0.30, -0.15, -0.95, 0.61, -0.73, -0.81, -0.87, 0.24, -1.13, -0.75, -0.87, -0.70, -0.63, -1.00, -1.12, -1.14, -0.54, 0.35, 0.39, -0.51, 0.56, 0.48, 0.37, 0.24, 0.43, 0.18, 0.29, 0.39, 0.38, 0.36, 0.40, 0.36, 0.40, 0.34, 0.37, 0.28, 0.27, 0.35, 0.44, 0.35, 0.51, 0.40, 0.34, 0.44, 0.57, 0.36, 0.47, 0.32, 0.49, 0.28, 0.43]
}


{
  "formula": "C3N5O2",
  "method": "ωB97M-V/def2-TZVPD",
  "e_homo_ev": [-6.4718, -6.4780],
  "spin_multiplicity": 1,
  "de_lowest_kcal_mol": 114.74,
  "homo_lumo_gap_ev": [6.35, 6.36],
  "charge": -1,
  "e_lumo_ev": [-0.1, -0.1],
  "species": ["O", "O", "N", "N", "N", "N", "N", "C", "C", "C"],
  "coordinates": [[3.321, -0.162, 1.088], [3.273, 1.221, -0.733], [-5.191, 0.188, 0.316], [0.966, -0.171, -0.026], [-0.135, 0.670, 0.310], [-0.731, -1.352, -0.553], [0.568, -1.243, -0.585], [-1.022, -0.189, -0.033], [-4.137, 0.588, 0.069], [3.089, 0.451, 0.147]],
  "mulliken_charge": [-0.38, -0.46, -0.47, 0.36, -0.53, -0.32, -0.40, 0.53, -0.13, 0.79]
}


{
  "formula": "C13H21BrN",
  "method": "ωB97M-V/def2-TZVPD",
  "e_homo_ev": -12.3155,
  "spin_multiplicity": 1,
  "de_lowest_kcal_mol": 0.41,
  "homo_lumo_gap_ev": 9.31,
  "charge": 1,
  "e_lumo_ev": -3.0,
  "smiles": "CCCCCC[NH2+]Cc1cccc(Br)c1",
  "species": ["Br", "N", "C", "C", "C", "C", "C", "C", "C", "C", "C", "C", "C", "C", "C", "H", "H", "H", "H", "H", "H", "H", "H", "H", "H", "H", "H", "H", "H", "H", "H", "H", "H", "H", "H", "H"],
  "coordinates": [[5.921, -1.542, 0.052], [0.271, 0.749, 0.383], [5.134, 1.115, -0.669], [-0.836, -0.661, -1.326], [3.553, -0.094, 0.694], [2.699, 1.000, 0.675], [4.278, 2.203, -0.685], [-5.164, -1.326, -0.231], [-2.690, -1.160, 0.378], [0.260, -0.587, -0.268], [4.767, -0.030, 0.023], [3.064, 2.149, -0.020], [-2.236, -0.311, -0.811], [-4.134, -0.862, 0.792], [1.369, 0.941, 1.378], [0.369, 1.464, -0.350], [6.081, 1.156, -1.183], [1.239, -0.756, -0.720], [-2.305, 0.751, -0.555], [4.562, 3.098, -1.214], [-2.048, -0.984, 1.247], [-4.329, -1.370, 1.738], [-0.646, 0.879, 0.828], [-0.846, -1.680, -1.713], [-0.585, -0.001, -2.160], [-5.034, -2.382, -0.452], [-4.250, 0.211, 0.965], [1.341, 0.112, 2.087], [-6.166, -1.182, 0.163], [0.098, -1.340, 0.505], [-2.608, -2.216, 0.115], [2.415, 3.012, -0.025], [1.186, 1.873, 1.917], [-5.089, -0.765, -1.159], [-2.930, -0.473, -1.634], [3.293, -0.990, 1.236]],
  "mulliken_charge": [-0.14, -0.03, -0.37, -0.87, -0.31, 0.78, -0.65, -1.20, -0.29, -0.86, -0.19, -0.42, -0.58, -0.62, -1.21, 0.45, 0.43, 0.44, 0.25, 0.40, 0.31, 0.34, 0.42, 0.40, 0.35, 0.30, 0.31, 0.42, 0.38, 0.43, 0.30, 0.40, 0.48, 0.33, 0.36, 0.45]
}


{
  "formula": "C43H37IrN2OP2Si",
  "method": "ωB97M-V/def2-TZVPD",
  "e_homo_ev": [-12.6613, -13.8959],
  "spin_multiplicity": 5,
  "homo_lumo_gap_ev": [7.09, 5.35],
  "charge": 2,
  "e_lumo_ev": [-5.6, -8.5],
  "species": ["Ir", "P", "P", "Si", "O", "N", "N", "C", "C", "C", "C", "C", "C", "C", "C", "C", "C", "C", "C", "C", "C", "C", "C", "C", "C", "C", "C", "C", "C", "C", "C", "C", "C", "C", "C", "C", "C", "C", "C", "C", "C", "C", "C", "C", "C", "C", "C", "C", "C", "C", "H", "H", "H", "H", "H", "H", "H", "H", "H", "H", "H", "H", "H", "H", "H", "H", "H", "H", "H", "H", "H", "H", "H", "H", "H", "H", "H", "H", "H", "H", "H", "H", "H", "H", "H", "H", "H"],
  "coordinates": [[-0.253, -0.007, 0.465], [-1.037, 1.872, -0.880], [-0.819, -2.059, -0.717], [1.828, 0.085, -0.788], [-1.146, -0.295, 7.517], [-0.317, 0.047, 2.654], [1.074, 0.127, 7.565], [-1.919, 3.167, 0.037], [2.305, -2.393, -4.112], [0.583, 3.933, -1.886], [-2.678, 3.978, 2.180], [1.472, -1.203, -2.178], [-1.987, 1.618, -2.404], [0.779, 0.514, 3.269], [0.454, -2.155, -2.037], [-2.012, 3.029, 1.421], [-3.167, 5.220, 0.180], [-2.084, 1.134, -4.760], [-3.472, -2.855, -0.942], [-3.469, 1.207, -4.716], [-4.670, -3.036, -1.612], [-0.558, -3.542, 0.300], [-0.105, -0.076, 6.940], [2.898, 3.676, -2.616], [0.409, -3.245, -2.903], [-1.308, -0.451, 3.407], [0.190, -3.389, 1.469], [0.929, 0.496, 4.641], [1.752, 4.470, -2.439], [-1.236, -0.495, 4.782], [-1.341, 1.332, -3.607], [-3.738, -1.995, -3.569], [-2.382, -2.282, -1.602], [2.365, -1.313, -3.247], [-1.049, -4.803, -0.036], [1.713, 1.808, -1.628], [-3.380, 1.664, -2.357], [3.623, -0.202, -0.266], [-2.531, -1.822, -2.910], [-4.800, -2.618, -2.929], [-2.519, 4.265, -0.584], [0.535, 2.603, -1.519], [-0.811, -5.881, 0.801], [-0.086, -5.718, 1.973], [0.426, -4.470, 2.301], [-3.246, 5.081, 1.560], [-4.116, 1.467, -3.514], [1.332, -3.367, -3.931], [2.867, 2.359, -2.235], [-0.098, -0.021, 5.424], [-1.621, -4.952, -0.942], [3.755, 1.751, -2.359], [3.799, 4.092, -3.045], [1.003, -4.339, 3.208], [-5.196, 1.520, -3.479], [0.592, -2.411, 1.716], [1.948, 0.253, 7.092], [-2.053, -0.879, 5.378], [3.021, -2.477, -4.919], [3.131, -0.561, -3.398], [1.768, 5.506, -2.756], [-3.847, -1.645, -4.587], [4.256, -0.332, -1.148], [-3.888, 1.854, -1.420], [-1.704, -1.339, -3.415], [1.085, 0.071, 8.571], [-0.258, 1.272, -3.647], [1.284, -4.215, -4.602], [-3.380, -3.160, 0.092], [-1.584, 0.929, -5.698], [1.556, 0.921, 2.635], [-3.625, 6.073, -0.303], [4.015, 0.636, 0.314], [-2.758, 3.849, 3.252], [-2.184, -0.813, 2.885], [-0.352, -4.004, -2.773], [-4.049, 1.063, -5.618], [-3.762, 5.826, 2.150], [-1.202, -6.856, 0.541], [-5.733, -2.772, -3.454], [-2.517, 4.358, -1.664], [-0.280, 4.567, -1.745], [1.836, 0.901, 5.065], [-5.503, -3.505, -1.105], [0.080, -6.563, 2.627], [3.712, -1.107, 0.335], [-1.569, 2.164, 1.898]],
  "mulliken_spin": [2.75, 0.29, 0.43, 0.36, 0.00, 0.07, 0.00, -0.07, 0.01, 0.00, 0.03, -0.02, 0.01, 0.04, -0.10, -0.08, 0.00, -0.01, 0.02, 0.02, -0.01, -0.06, 0.00, 0.00, 0.00, 0.04, 0.05, 0.02, 0.01, 0.01, 0.01, -0.01, 0.06, -0.01, 0.01, 0.02, 0.01, 0.06, -0.01, 0.03, 0.01, -0.11, 0.00, 0.01, 0.02, 0.00, -0.01, 0.01, 0.01, 0.01, 0.00, 0.00, 0.00, 0.00, 0.00, -0.03, 0.00, 0.00, 0.00, 0.00, 0.00, 0.00, 0.01, 0.00, 0.00, 0.00, 0.01, 0.00, 0.00, 0.00, -0.04, 0.00, 0.01, 0.00, -0.01, 0.00, 0.00, 0.00, 0.00, 0.00, 0.00, 0.00, 0.00, 0.00, 0.00, 0.01, 0.06]
}